Here is a cluster of 11 separate species, C72H172Cl2N9O5 in total in a non-equilibrium geometry from the Open Molecules 2025 dataset. Energies are from the ωB97M-V functional and the def2-TZVPD basis.

Summary:
M = 1315.1 g/mol
Relative energy (zero: lowest compared OMol25 entry of this formula, charge and spin) = 219.3 kJ/mol
DFT total energy = -4632.70916 a.u.
HOMO-LUMO gap = 5.467 eV
LUMO level = -13.06 eV
Spin multiplicity = 1
Net charge = +7

Element x y z (Å)
C 4.494 -3.325 -7.018
C 4.661 -2.950 -5.477
N 4.401 -1.416 -5.167
C 3.130 -0.948 -5.927
C 4.192 -1.158 -3.697
C 2.790 -1.580 -3.223
C 5.682 -0.696 -5.739
C 7.115 -1.201 -5.319
O 7.272 -2.225 -4.287
C 8.594 -2.339 -3.797
H 3.426 -3.331 -7.235
H 4.897 -4.324 -7.185
H 5.106 -2.756 -7.719
H 5.514 -3.439 -5.006
H 3.811 -3.429 -4.991
H 3.362 -0.672 -6.955
H 2.662 -0.008 -5.636
H 2.342 -1.702 -5.927
H 4.310 -0.100 -3.459
H 4.875 -1.752 -3.090
H 2.074 -0.774 -3.386
H 2.738 -1.684 -2.139
H 2.481 -2.582 -3.522
H 5.741 0.333 -5.383
H 5.686 -0.711 -6.828
H 7.816 -0.431 -4.995
H 7.550 -1.695 -6.188
H 8.904 -1.331 -3.519
H 9.323 -2.647 -4.546
H 8.698 -3.076 -3.001
C -6.287 -1.636 -6.571
C -5.324 -2.709 -6.130
N -4.495 -3.450 -7.155
C -5.334 -4.531 -7.980
C -3.882 -2.464 -8.167
C -4.658 -1.931 -9.355
C -3.434 -4.244 -6.399
C -2.386 -3.464 -5.575
O -1.480 -2.773 -6.438
C -0.461 -1.990 -5.779
H -7.219 -1.916 -7.062
H -5.866 -0.825 -7.165
H -6.624 -1.154 -5.653
H -5.801 -3.518 -5.576
H -4.698 -2.284 -5.347
H -4.678 -5.160 -8.581
H -6.145 -4.006 -8.484
H -5.853 -5.086 -7.198
H -3.093 -3.083 -8.594
H -3.783 -1.627 -7.476
H -5.483 -1.270 -9.091
H -4.937 -2.739 -10.032
H -3.919 -1.258 -9.790
H -2.996 -4.822 -7.213
H -3.911 -4.833 -5.615
H -1.760 -4.139 -4.990
H -2.878 -2.914 -4.773
H 0.365 -1.688 -6.422
H -0.056 -2.545 -4.933
H -0.806 -1.063 -5.320
C 7.662 3.915 -0.171
C 6.139 3.398 -0.330
N 5.850 1.961 0.276
C 4.384 1.544 -0.024
C 6.999 1.035 -0.389
C 6.765 0.750 -1.882
C 6.187 1.856 1.750
C 5.679 0.611 2.489
O 6.418 -0.557 2.265
C 6.027 -1.497 3.257
H 8.436 3.427 -0.763
H 8.199 3.790 0.769
H 7.755 5.001 -0.154
H 5.856 3.385 -1.383
H 5.395 3.925 0.266
H 3.626 2.250 0.313
H 4.130 0.523 0.262
H 4.365 1.465 -1.111
H 7.048 0.146 0.239
H 7.951 1.561 -0.319
H 7.563 0.019 -2.011
H 6.893 1.593 -2.560
H 5.823 0.228 -2.055
H 5.730 2.754 2.166
H 7.262 1.923 1.918
H 4.649 0.491 2.154
H 5.610 0.870 3.545
H 4.986 -1.797 3.139
H 6.292 -1.211 4.275
H 6.726 -2.292 2.996
C 5.038 6.575 1.684
C 5.507 5.827 2.857
N 4.608 5.909 4.106
C 5.090 4.819 5.113
C 4.783 7.310 4.845
C 4.140 7.300 6.197
C 3.118 5.691 3.882
C 2.687 4.497 2.999
O 3.362 3.253 3.343
C 2.725 2.527 4.378
H 5.631 7.446 1.408
H 3.987 6.787 1.487
H 5.253 5.923 0.836
H 6.588 5.927 2.955
H 5.432 4.775 2.581
H 4.519 4.541 5.999
H 5.999 5.246 5.536
H 5.348 3.905 4.579
H 4.405 8.133 4.238
H 5.854 7.493 4.936
H 4.355 8.213 6.752
H 4.418 6.534 6.919
H 3.085 7.151 5.965
H 2.752 6.629 3.464
H 2.659 5.665 4.870
H 2.840 4.766 1.954
H 1.610 4.336 3.064
H 2.835 3.217 5.215
H 3.302 1.624 4.575
H 1.721 2.247 4.057
C -1.186 -2.070 5.360
C 0.054 -2.865 4.908
N 1.319 -2.349 5.680
C 1.496 -0.896 5.181
C 1.132 -2.344 7.267
C 1.249 -3.745 7.983
C 2.558 -3.144 5.231
C 4.062 -2.648 5.595
O 4.416 -3.159 6.836
C 5.290 -2.286 7.501
H -1.514 -2.435 6.333
H -1.993 -2.293 4.662
H -1.160 -0.981 5.314
H 0.259 -2.657 3.858
H 0.057 -3.932 5.131
H 0.636 -0.292 5.470
H 1.722 -1.031 4.123
H 2.320 -0.366 5.660
H 0.296 -1.746 7.631
H 1.966 -1.723 7.595
H 1.432 -3.735 9.058
H 2.101 -4.317 7.616
H 0.376 -4.383 7.840
H 2.398 -3.171 4.153
H 2.314 -4.189 5.425
H 4.120 -1.560 5.577
H 4.791 -3.055 4.894
H 5.541 -2.652 8.496
H 4.759 -1.346 7.652
H 6.204 -2.195 6.915
C -6.268 4.586 -7.277
C -5.979 4.172 -5.799
C -5.601 2.656 -5.809
N -4.314 2.330 -4.983
C -3.078 2.945 -5.737
C -4.125 0.820 -4.869
C -5.032 0.468 -3.713
C -5.126 1.610 -2.718
C -4.352 2.718 -3.445
H -7.053 3.942 -7.672
H -5.399 4.586 -7.935
H -6.494 5.650 -7.356
H -6.890 4.270 -5.208
H -5.189 4.818 -5.417
H -5.344 2.220 -6.775
H -6.398 1.973 -5.518
H -3.094 3.965 -5.355
H -3.334 2.797 -6.787
H -2.137 2.560 -5.346
H -3.059 0.599 -4.826
H -4.438 0.439 -5.841
H -4.743 -0.459 -3.218
H -6.049 0.335 -4.081
H -4.500 1.354 -1.863
H -6.125 1.810 -2.330
H -3.336 2.743 -3.050
H -4.789 3.714 -3.375
C -1.477 -1.155 -2.422
C -1.599 -0.426 -1.096
C -0.748 0.893 -1.166
N -0.768 1.724 0.188
C 0.516 2.607 0.229
C -2.061 2.654 0.411
C -2.510 2.336 1.863
C -2.174 0.833 2.069
C -0.748 0.856 1.488
H -0.517 -1.672 -2.436
H -1.597 -0.475 -3.265
H -2.227 -1.929 -2.584
H -1.189 -1.017 -0.277
H -2.658 -0.205 -0.961
H -1.211 1.550 -1.902
H 0.304 0.750 -1.414
H 0.514 3.285 1.082
H 0.705 2.985 -0.776
H 1.341 1.896 0.288
H -2.043 3.733 0.255
H -2.743 2.110 -0.243
H -1.878 2.962 2.492
H -3.551 2.605 2.043
H -2.008 0.556 3.110
H -2.850 0.232 1.460
H -0.050 1.259 2.222
H -0.307 -0.121 1.292
C 0.524 -4.452 -2.031
C -0.256 -5.025 -0.805
C -1.169 -3.949 -0.210
N -1.974 -4.383 1.069
C -2.750 -3.067 1.518
C -1.008 -4.849 2.243
C -1.160 -6.342 2.268
C -2.652 -6.576 2.150
C -2.978 -5.603 0.966
H -0.140 -4.200 -2.858
H 1.067 -5.246 -2.543
H 1.116 -3.553 -1.858
H 0.472 -5.313 -0.047
H -0.900 -5.861 -1.075
H -1.964 -3.583 -0.861
H -0.546 -3.080 -0.001
H -3.382 -2.823 0.665
H -2.061 -2.263 1.779
H -3.369 -3.429 2.339
H -1.347 -4.564 3.239
H 0.043 -4.576 2.146
H -0.657 -6.865 3.081
H -0.476 -6.791 1.547
H -3.230 -6.352 3.047
H -2.839 -7.604 1.838
H -4.018 -5.297 1.083
H -2.836 -5.994 -0.042
C -3.972 2.615 4.916
C -5.031 1.515 4.923
C -6.386 2.188 5.092
N -7.623 1.224 5.331
C -7.792 0.413 3.990
C -7.570 0.418 6.677
C -7.861 1.495 7.657
C -8.943 2.340 7.023
C -8.844 2.110 5.575
H -4.089 3.511 4.307
H -2.990 2.183 4.726
H -3.958 3.024 5.926
H -4.867 0.804 5.732
H -4.917 0.932 4.009
H -6.631 2.794 4.220
H -6.371 2.882 5.932
H -6.928 -0.241 3.875
H -7.847 1.062 3.116
H -8.660 -0.221 4.175
H -8.382 -0.279 6.471
H -6.645 -0.124 6.869
H -8.171 1.018 8.587
H -7.065 2.209 7.866
H -9.905 1.958 7.366
H -8.889 3.387 7.320
H -9.658 1.594 5.066
H -8.733 3.027 4.997
Cl -5.749 0.894 0.955
Cl -4.085 -4.235 -2.435